No. 1
Computed, not measured: C17H23NO6S2 in the gas phase in a non-equilibrium geometry, with the ωB97M-V functional and the def2-TZVPD basis.

Output
- E_HOMO: -8.4 eV
- SMILES string: CCCS(=O)(=O)c1c(S(=O)(=O)CCC)c2c(C)cccn2c1C(=O)OC
- Calculated total energy: -53446.6684 eV
- HOMO-LUMO gap: 8.56 eV
- F_max: 1.12 eV/A

ORCA input file:
```
! wB97M-V def2-TZVPD RIJCOSX def2/J DEFGRID3
* xyz 0 1
C -5.08 -1.56 -1.50
C -4.11 -1.24 -0.36
C -2.79 -0.71 -0.87
S -1.74 -0.37 0.56
O -1.38 -1.58 1.25
O -2.40 0.61 1.40
C -0.23 0.41 -0.01
C 1.01 -0.20 -0.24
S 1.07 -1.88 -0.83
O -0.28 -2.23 -1.16
O 1.99 -1.89 -1.95
C 1.75 -3.06 0.38
C 1.33 -2.80 1.81
C 2.17 -1.72 2.49
C 1.98 0.82 -0.32
C 3.38 0.84 -0.48
C 4.16 -0.43 -0.59
C 4.01 2.06 -0.51
C 3.29 3.26 -0.35
C 1.95 3.22 -0.15
N 1.31 2.02 -0.14
C -0.03 1.79 0.03
C -1.03 2.85 0.14
O -0.85 3.94 0.62
O -2.17 2.46 -0.45
C -3.32 3.27 -0.23
H -5.29 -0.66 -2.08
H -6.01 -1.94 -1.10
H -4.65 -2.31 -2.16
H -3.92 -2.14 0.23
H -4.55 -0.50 0.31
H -2.24 -1.44 -1.46
H -2.89 0.23 -1.40
H 2.83 -3.03 0.24
H 1.37 -4.01 0.02
H 0.28 -2.51 1.82
H 1.43 -3.73 2.38
H 2.07 -0.77 1.98
H 3.23 -2.00 2.51
H 1.84 -1.58 3.52
H 5.20 -0.21 -0.84
H 3.73 -1.07 -1.34
H 4.14 -0.96 0.36
H 5.08 2.10 -0.63
H 3.81 4.20 -0.36
H 1.33 4.09 0.01
H -3.87 2.85 0.61
H -3.03 4.29 -0.02
H -3.92 3.22 -1.14
*
```

***

No. 2
Computed, not measured: a molecular structure, C17H23NO7Sn, with the ωB97M-V functional and the def2-TZVPD basis.

Output
- E_HOMO: -14.4 eV
- Calculated total energy: -39643.6420 eV
- HOMO-LUMO gap: 8.48 eV
- Energy relative to the best compared isomer or geometry (same formula, charge and spin): 0.230 eV
- F_max: 0.23 eV/A

ORCA input file:
```
! wB97M-V def2-TZVPD RIJCOSX def2/J DEFGRID3
* xyz 2 1
Sn 0.91 -1.50 -0.86
O 5.08 -0.73 0.71
C 3.95 -1.28 0.37
O 2.92 -0.64 0.15
C 4.03 -2.78 0.28
O 2.75 -3.24 -0.09
C 2.54 -4.65 0.02
C 1.15 -4.86 0.60
O 0.84 -5.70 1.38
O 0.28 -3.94 0.10
H 5.02 0.24 0.74
H 4.35 -3.17 1.25
H 4.80 -3.04 -0.46
H 3.26 -5.12 0.68
H 2.60 -5.11 -0.97
N -0.10 -1.47 3.39
C -0.27 -1.98 2.18
O 0.13 -1.34 1.18
C -0.97 -3.31 2.09
C -1.03 -3.90 0.70
H 0.32 -0.56 3.49
H -0.45 -1.94 4.21
H -1.99 -3.19 2.47
H -0.48 -4.01 2.77
H -1.63 -3.29 0.02
H -1.45 -4.91 0.73
C -1.49 6.45 -1.18
C -1.53 4.96 -1.16
C -0.38 4.22 -0.87
C -0.39 2.84 -0.87
C 0.89 2.12 -0.55
C -1.60 2.16 -1.17
C -1.71 0.75 -1.22
O -0.80 -0.11 -1.08
C -2.78 2.90 -1.46
C -4.10 2.26 -1.78
C -2.71 4.28 -1.44
H -0.61 6.84 -0.68
H -2.38 6.87 -0.72
H -1.47 6.80 -2.22
H 0.53 4.75 -0.64
H 1.64 2.83 -0.21
H 1.28 1.61 -1.43
H 0.75 1.38 0.24
H -2.71 0.35 -1.41
H -4.04 1.59 -2.65
H -4.84 3.02 -2.02
H -4.49 1.68 -0.94
H -3.61 4.85 -1.67
*
```

***

No. 3
Computed, not measured: a molecular structure, C17H23O2RuS, with the ωB97M-V functional and the def2-TZVPD basis.

Output
- E_HOMO: -20.0 eV
- Calculated total energy: -35484.0914 eV
- HOMO-LUMO gap: 7.42 eV
- F_max: 0.14 eV/A

ORCA input file:
```
! wB97M-V def2-TZVPD RIJCOSX def2/J DEFGRID3
* xyz 3 1
Ru -0.23 -0.61 0.77
C 0.00 -2.66 -0.09
C 0.16 -2.81 1.31
C -1.02 -2.35 1.93
C -1.93 -1.90 0.93
C -1.29 -2.09 -0.34
H 0.74 -2.90 -0.84
H 1.04 -3.19 1.81
H -1.19 -2.29 3.00
H -2.93 -1.53 1.08
H -1.72 -1.89 -1.31
C 1.59 -0.83 -3.55
C 2.61 -0.11 -2.68
S 2.47 -0.60 -0.96
O 1.05 0.05 -0.55
C 3.66 0.47 -0.14
C 5.09 0.09 -0.54
H 1.73 -0.50 -4.57
H 0.57 -0.60 -3.25
H 1.74 -1.91 -3.52
H 2.52 0.98 -2.70
H 3.63 -0.38 -2.94
H 3.49 0.31 0.93
H 3.40 1.50 -0.40
H 5.28 -0.98 -0.40
H 5.77 0.63 0.12
H 5.31 0.37 -1.56
C -1.98 1.79 3.83
C -1.62 1.16 2.56
O -0.68 0.31 2.51
C -2.24 1.42 1.26
C -1.34 1.33 0.15
C -1.87 1.36 -1.15
C -3.24 1.45 -1.34
C -4.09 1.57 -0.25
C -3.60 1.55 1.07
H -1.37 1.43 4.65
H -3.04 1.61 4.04
H -1.88 2.88 3.72
H -0.34 1.76 0.28
H -1.20 1.37 -2.00
H -3.65 1.47 -2.35
H -5.15 1.68 -0.41
H -4.28 1.61 1.90
*
```

***

No. 4
Computed, not measured: a molecular structure, C17H24AlGaI2N2O4S2 in a non-equilibrium geometry, with the ωB97M-V functional and the def2-TZVPD basis.

Output
- E_HOMO (alpha / beta): -20.2 / -20.1 eV
- Calculated total energy: -125990.9649 eV
- HOMO-LUMO gap (alpha / beta): 4.03 / 4.19 eV
- Energy relative to the best compared isomer or geometry (same formula, charge and spin): 0.000 eV
- F_max: 6.25 eV/A

ORCA input file:
```
! wB97M-V def2-TZVPD RIJCOSX def2/J DEFGRID3
* xyz 4 1
I -1.96 2.02 -0.86
I 1.71 -3.63 -3.27
Ga 1.16 -2.33 -1.10
Al -0.14 0.45 -0.15
S -1.05 -1.50 -1.48
S 1.32 0.03 -1.89
C -1.15 -0.57 1.46
C -2.52 -2.58 -1.10
C 2.91 0.96 -2.11
C -2.40 -3.80 -2.00
C -2.55 -2.97 0.37
C -3.73 -1.74 -1.50
C 3.49 0.46 -3.44
C 3.84 0.69 -0.94
C 2.48 2.42 -2.22
C 0.57 -3.81 0.31
C 3.03 -2.33 -0.11
O -1.69 -0.65 2.48
O 0.45 -4.82 0.85
O 4.07 -2.62 0.28
H -1.49 -4.38 -1.79
H -2.36 -3.49 -3.06
H -3.28 -4.43 -1.84
H -1.54 -3.09 0.79
H -3.04 -3.95 0.45
H -3.13 -2.25 0.96
H -3.75 -0.78 -0.97
H -4.64 -2.30 -1.28
H -3.69 -1.52 -2.57
H 4.44 0.98 -3.63
H 2.81 0.69 -4.27
H 3.67 -0.62 -3.44
H 4.44 1.60 -0.76
H 4.53 -0.14 -1.15
H 3.29 0.46 -0.02
H 3.37 3.04 -2.38
H 1.97 2.75 -1.31
H 1.80 2.55 -3.07
N -0.87 5.12 4.00
C -0.53 4.58 2.80
O -0.82 5.12 1.74
C 0.17 3.26 2.85
C 0.37 2.49 4.01
C 0.93 1.23 3.84
C 1.09 0.68 2.58
N 0.72 1.37 1.46
C 0.53 2.71 1.62
H -1.30 6.05 4.01
H -0.56 4.76 4.89
H 0.09 2.84 4.99
H 1.16 0.61 4.72
H 1.51 -0.33 2.44
H 0.55 3.32 0.71
*
```

***

No. 5
Computed, not measured: a molecular structure, C17H24As2N2O4PdSe, with the ωB97M-V functional and the def2-TZVPD basis.

Output
- E_HOMO (alpha / beta): -13.8 / -15.1 eV
- Calculated total energy: -219674.8604 eV
- HOMO-LUMO gap (alpha / beta): 8.68 / 5.92 eV
- Energy relative to the best compared isomer or geometry (same formula, charge and spin): 0.032 eV
- ⟨S²⟩: 6.03
- F_max: 0.46 eV/A

ORCA input file:
```
! wB97M-V def2-TZVPD RIJCOSX def2/J DEFGRID3
* xyz 2 5
Pd -0.35 -0.33 -0.41
C 2.15 -2.96 -1.76
As 0.41 -2.73 -0.96
C -0.84 -3.75 -2.04
C 0.50 -3.61 0.75
C 1.16 -4.83 0.85
C 1.25 -5.48 2.08
C 0.69 -4.90 3.21
C 0.03 -3.68 3.11
C -0.06 -3.03 1.89
As -0.97 -1.33 1.77
C -0.54 -0.39 3.40
C -2.85 -1.77 1.93
H 2.91 -2.66 -1.05
H 2.21 -2.36 -2.66
H 2.27 -4.01 -2.03
H -0.53 -4.79 -2.04
H -0.82 -3.35 -3.05
H -1.83 -3.67 -1.62
H 1.61 -5.29 -0.02
H 1.76 -6.42 2.15
H 0.76 -5.40 4.16
H -0.40 -3.24 4.01
H -1.07 -0.85 4.24
H -0.86 0.65 3.32
H 0.53 -0.43 3.57
H -2.97 -2.42 2.78
H -3.19 -2.28 1.03
H -3.43 -0.86 2.07
O 2.72 1.46 -2.31
C 1.97 0.73 -1.76
O 1.76 0.17 -0.65
C 0.47 0.20 -2.87
O 0.81 -0.65 -3.62
O -0.49 0.86 -2.46
C -2.79 3.28 -2.54
N -1.51 3.96 -2.33
C -0.93 4.83 -3.19
C 0.27 5.22 -2.64
N 0.40 4.57 -1.46
C 1.58 4.68 -0.58
C -0.68 3.77 -1.26
Se -0.96 2.64 0.14
H -3.33 3.80 -3.33
H -3.37 3.31 -1.63
H -2.61 2.25 -2.84
H -1.40 5.14 -4.11
H 1.01 5.90 -3.02
H 1.92 5.71 -0.59
H 2.37 4.01 -0.93
H 1.29 4.40 0.43
*
```